3 unconnected molecules or ions with the total composition C3H13NO2S at a distorted geometry. Source: the OMol25 dataset; level of theory: ωB97M-V/def2-TZVPD.

Properties
HOMO, eV: -8.85
HOMO-LUMO gap, eV: 9.170
Relative energy (zero: lowest compared OMol25 entry of this formula, charge and spin), kJ/mol: 121.35
SMILES: NCCCS.O.O

CARTESIAN COORDINATES (ANGSTROEM)
1 H -2.16 0.23 0.29
2 H 0.24 -0.12 2.32
3 C 0.96 -0.97 0.52
4 N 0.94 -0.76 1.95
5 H -0.67 0.63 -0.77
6 H -0.04 1.55 0.54
7 C 0.25 1.19 -0.46
8 H 2.29 0.75 -0.03
9 H 1.13 1.98 -2.64
10 H -2.20 1.54 0.97
11 C 1.38 0.19 -0.36
12 H -2.42 -1.73 -0.82
13 H -1.33 -2.50 -1.27
14 H 1.71 -1.79 0.36
15 H 1.80 -0.21 -1.27
16 H 1.84 -0.38 2.27
17 O -1.45 -1.63 -0.85
18 O -2.79 0.92 0.53
19 H -0.02 -1.47 0.23
20 S 0.54 2.58 -1.51